{"formula": "C26H22FN8O2Tm", "method": "ωB97M-V with the def2-TZVPD basis set", "elements": ["Tm", "N", "C", "N", "C", "N", "C", "C", "N", "C", "C", "N", "H", "H", "H", "H", "H", "C", "C", "C", "C", "C", "N", "C", "O", "N", "C", "C", "C", "C", "N", "C", "C", "C", "H", "H", "H", "H", "H", "H", "H", "H", "H", "H", "H", "H", "H", "O", "C", "F", "C", "C", "C", "C", "C", "C", "H", "H", "H", "H"], "xyz": [[0.5909, -0.5197, -0.2619], [3.6411, -3.7584, 1.1621], [2.3782, -3.3453, 1.2369], [2.2758, -2.1695, 0.6420], [3.5597, -1.9201, 0.2008], [4.3975, -2.8759, 0.5054], [3.9400, -0.7163, -0.5330], [5.2737, -0.3959, -0.7756], [5.6091, 0.7279, -1.3882], [4.6341, 1.5399, -1.7749], [3.2993, 1.2156, -1.5722], [2.9483, 0.0850, -0.9559], [4.0517, -4.6136, 1.5087], [1.5848, -3.8937, 1.7183], [6.0735, -1.0580, -0.4678], [4.9186, 2.4710, -2.2475], [2.5000, 1.8663, -1.9011], [-0.4153, 1.2821, 3.4985], [-1.0647, 0.3186, 2.5549], [-0.5751, -0.9712, 2.3640], [-1.2968, -1.9191, 1.6114], [-2.5458, -1.5900, 1.0781], [-3.3145, -2.6086, 0.4915], [-4.3878, -2.5159, -0.3901], [-5.2868, -3.3090, -0.3787], [-4.3721, -1.4584, -1.3125], [-3.2989, -0.8566, -1.9339], [-3.4944, 0.2326, -2.7942], [-2.4008, 0.8620, -3.3523], [-1.1252, 0.4419, -3.0089], [-0.9248, -0.6204, -2.2225], [-1.9892, -1.2878, -1.7477], [-3.0026, -0.2731, 1.2119], [-2.2686, 0.6542, 1.9227], [0.6126, 1.0049, 3.7262], [-0.9789, 1.2827, 4.4346], [-0.4323, 2.2974, 3.1056], [0.2831, -1.2998, 2.9418], [-0.9903, -2.9607, 1.6169], [-3.3473, -3.4842, 0.9955], [-5.2771, -1.3200, -1.7402], [-4.4989, 0.5734, -3.0153], [-2.5302, 1.6958, -4.0280], [-0.2450, 0.9496, -3.3825], [-1.7923, -2.2288, -1.2486], [-3.9672, 0.0029, 0.8094], [-2.6610, 1.6567, 2.0390], [1.4832, -2.4024, -3.0933], [1.0335, -2.3551, -2.0712], [0.1914, 5.7913, 1.1636], [0.2551, 4.5012, 0.8404], [-0.7032, 3.9665, -0.0020], [-0.6220, 2.6224, -0.3350], [0.3917, 1.7759, 0.1458], [1.3332, 2.3859, 0.9975], [1.2774, 3.7254, 1.3541], [-1.4903, 4.6012, -0.3887], [-1.3988, 2.2320, -0.9876], [2.1543, 1.7999, 1.4112], [2.0061, 4.1655, 2.0227]], "lowdin_spin": [2.011, 0.000, 0.000, -0.002, 0.000, 0.000, 0.000, 0.000, 0.000, 0.000, 0.000, -0.002, 0.000, 0.000, 0.000, 0.000, 0.000, 0.000, 0.000, -0.001, -0.001, 0.000, 0.000, 0.000, 0.000, 0.000, 0.000, 0.000, 0.000, 0.000, -0.001, 0.000, 0.000, 0.000, 0.000, 0.000, 0.000, 0.000, 0.000, 0.000, 0.000, 0.000, 0.000, 0.000, 0.000, 0.000, 0.000, 0.000, 0.000, 0.000, 0.000, 0.000, 0.001, -0.005, 0.000, 0.000, 0.000, 0.000, 0.000, 0.000], "total_charge": 2, "e_tot_ev": -75569.7059, "multiplicity": 3, "homo_ev": [-13.853, -13.857]}